Here is a cluster of 15 separate species, C70H127B5F20N9O6 in total from OMol25. Energies are from ωB97M-V/def2-TZVPD.

As for the spin multiplicity: 1. Its charge is +1. For the LUMO energy, the calculation gives -3.8 eV.

XYZ file:
```
237
Properties=species:S:1:pos:R:3:forces:R:3
C 27.0476 25.0478 16.5468 -0.421 0.243 1.109
C 26.9794 25.8415 15.2794 -0.636 -0.224 0.185
C 28.3335 25.7484 14.6772 0.135 0.336 -0.902
N 28.2859 26.2650 13.2800 0.225 -0.258 -0.287
C 27.5890 25.3066 12.3107 0.065 0.476 0.693
C 29.6967 26.4635 12.7784 -1.024 0.526 -0.127
C 29.4804 27.4668 11.6188 1.076 -0.032 0.645
C 28.1428 28.2272 11.9053 0.867 -0.475 -0.475
C 27.5631 27.6439 13.1893 0.662 -0.822 -0.872
H 26.1919 25.2662 17.1921 -0.118 -0.183 -0.123
H 27.9116 25.4610 17.0956 -0.033 -0.648 0.088
H 27.1109 23.9693 16.3783 0.214 0.116 0.010
H 26.7788 26.8734 15.5328 -0.085 0.341 0.085
H 26.1698 25.5809 14.5937 0.013 -0.376 0.170
H 28.7808 24.7471 14.6562 -0.348 0.024 -0.052
H 29.0147 26.4095 15.2168 0.086 -0.037 0.010
H 28.0419 24.3181 12.3816 0.036 0.052 0.166
H 27.7869 25.7281 11.3188 -0.524 -0.265 0.214
H 26.5281 25.2559 12.6044 0.346 0.082 -0.449
H 30.1470 25.5083 12.5217 -0.270 -0.146 -0.278
H 30.2899 26.8224 13.6344 -0.277 0.429 -0.503
H 29.4306 26.9967 10.6391 0.026 -0.283 0.123
H 30.4204 28.0222 11.6119 -0.417 0.683 -0.221
H 27.4981 28.0062 11.0640 -0.360 0.000 -0.022
H 28.2543 29.3011 11.8912 0.084 0.239 0.392
H 26.5002 27.4403 13.0799 -0.226 0.090 0.429
H 27.7705 28.2287 14.0803 0.137 -0.121 0.050
C 11.3484 21.3712 13.6223 -0.199 0.028 -1.384
C 11.7572 19.9083 13.6745 1.528 0.044 0.309
C 13.2447 19.9211 14.1695 -0.630 -0.143 0.331
N 13.8235 18.5648 14.3725 -0.110 0.028 -1.167
C 13.1509 17.7993 15.4772 0.677 1.249 0.422
C 15.3233 18.6699 14.6690 -1.074 -0.466 1.332
C 15.8367 17.2841 14.3962 0.066 -0.204 -1.327
C 14.9132 16.7573 13.2054 1.130 -0.343 0.814
C 13.8146 17.7712 13.0437 0.071 0.516 0.319
H 11.9683 21.8441 12.8367 -0.087 0.213 0.652
H 11.4441 21.8718 14.5977 -0.037 -0.134 -0.429
H 10.3326 21.4650 13.2260 -0.008 0.082 0.410
H 11.7547 19.3830 12.6971 -0.327 0.611 0.452
H 11.0941 19.3744 14.3569 0.214 -0.130 0.036
H 13.3471 20.4685 15.1215 -0.213 -0.268 -0.154
H 13.9287 20.4315 13.4721 -0.525 -0.218 -0.074
H 13.6836 16.8785 15.6356 -0.160 -0.529 -0.235
H 12.0860 17.7195 15.3204 -0.056 -0.359 -0.362
H 13.2981 18.3832 16.3933 -0.054 -0.015 -0.143
H 15.3255 18.9147 15.7322 0.517 0.250 -0.021
H 15.8125 19.4494 14.0848 -0.480 -0.113 -0.243
H 15.8348 16.6349 15.2805 0.207 0.264 -0.390
H 16.8364 17.4348 13.9651 -0.061 -0.589 0.457
H 14.5492 15.7359 13.4287 0.306 0.537 -0.405
H 15.5683 16.8585 12.3269 -0.272 -0.669 -0.100
H 12.8132 17.4023 12.7838 0.302 0.079 0.415
H 14.1403 18.4836 12.2822 -0.200 0.128 0.063
C 18.4605 20.2081 15.0505 -1.035 0.001 0.045
C 19.8354 20.5671 14.5692 0.486 -0.440 0.476
C 20.6727 20.8428 15.8078 0.024 0.931 -0.796
N 22.0132 21.4409 15.4435 -0.036 -0.783 -0.636
C 22.7913 20.3506 14.7043 0.728 0.331 0.966
C 22.7037 21.9007 16.7027 1.017 -0.379 -0.841
C 23.8178 22.8293 16.1958 -1.514 1.754 -0.017
C 23.2787 23.3815 14.8229 1.029 -0.094 -0.513
C 21.9908 22.6659 14.5058 -0.853 -0.877 1.095
H 17.8113 19.9977 14.1841 0.227 -0.007 0.333
H 18.0689 21.0788 15.5996 -0.234 -0.094 -0.120
H 18.4104 19.3751 15.7700 0.171 0.049 -0.354
H 19.7551 21.4123 13.8745 0.241 -0.091 0.258
H 20.3010 19.7567 14.0226 -0.254 -0.186 -0.352
H 20.8306 19.9514 16.4350 0.097 0.454 -0.145
H 20.1961 21.6156 16.3922 -0.234 0.136 0.477
H 22.2642 20.0068 13.8080 0.210 0.323 0.171
H 22.9115 19.5322 15.4162 -0.227 -0.137 -0.073
H 23.8117 20.7114 14.5008 -0.457 0.057 -0.277
H 23.1049 21.0099 17.1652 -0.147 -0.367 0.305
H 21.9857 22.3602 17.3886 -0.041 0.082 -0.432
H 24.8285 22.4323 16.1743 -0.086 -0.324 -0.370
H 23.8298 23.7360 16.8004 0.253 -0.166 0.535
H 24.0648 23.2277 14.0855 -0.127 -0.064 -0.234
H 23.0488 24.4528 14.7954 0.462 -0.191 0.387
H 21.7902 22.2888 13.4948 0.217 0.315 0.196
H 21.1665 23.3044 14.8467 -0.085 -0.305 -0.125
C 12.8824 26.4561 15.1346 -0.355 0.709 -1.287
C 14.0468 25.5731 15.4874 0.264 0.376 0.656
C 15.1808 25.9484 14.5668 0.336 0.114 0.194
N 16.3644 25.0514 14.7613 -0.017 -1.385 -0.557
C 16.7857 24.7491 16.1883 -0.141 1.374 0.282
C 17.6049 25.6441 14.0558 -0.819 0.008 0.298
C 18.3962 24.4574 13.6905 0.167 -2.425 0.119
C 17.3178 23.4399 13.1907 0.039 0.221 0.097
C 16.0703 23.6270 14.0966 1.531 1.166 -0.410
H 13.2651 27.4868 15.0498 -0.236 -0.154 0.348
H 12.0345 26.4668 15.8211 0.165 -0.251 -0.110
H 12.5548 26.2549 14.0924 -0.217 -0.148 0.659
H 13.8688 24.5011 15.4670 -0.353 -0.119 -0.212
H 14.3465 25.8056 16.5128 0.051 -0.083 0.005
H 15.4836 26.9901 14.7496 0.112 -0.334 0.119
H 14.8801 25.9140 13.5003 0.289 -0.264 0.498
H 17.0166 25.6849 16.7142 -0.253 -0.043 -0.199
H 17.7437 24.2378 16.1692 -0.276 -0.428 -0.042
H 15.9989 24.2345 16.7450 0.280 -0.137 -0.375
H 18.0105 26.2936 14.8156 0.493 0.371 -0.095
H 17.3294 26.1902 13.1521 -0.456 0.104 0.251
H 18.8657 24.0169 14.5782 0.261 0.264 -0.227
H 19.1567 24.5428 12.9113 -0.097 0.388 0.183
H 17.7059 22.4092 13.1515 -0.270 0.448 -0.075
H 17.0640 23.7452 12.1799 -0.103 -0.272 -0.248
H 15.9800 22.8475 14.8502 0.068 0.334 0.268
H 15.1348 23.7253 13.5573 -0.010 -0.039 -0.123
C 20.5081 26.6201 10.7164 -0.441 -0.235 -0.363
C 21.1929 25.2548 10.5888 -0.918 0.007 0.423
C 22.5998 25.5080 10.1508 -0.173 0.338 -1.309
N 23.2986 24.2848 9.6735 -0.033 -1.831 -1.283
C 22.7582 23.7654 8.3116 -0.799 1.286 0.304
C 23.2409 23.1669 10.7275 0.747 0.153 0.197
C 24.6650 22.6015 10.7998 0.047 -1.062 -1.019
C 25.4419 23.2171 9.6224 -0.120 0.330 -0.241
C 24.7367 24.5553 9.4020 1.233 0.362 0.994
H 19.4930 26.5624 11.1385 0.393 -0.149 0.033
H 20.3846 27.0939 9.7307 0.206 -0.027 0.260
H 21.1255 27.2434 11.3558 -0.085 0.350 0.072
H 20.6385 24.5602 9.9324 0.302 0.386 0.185
H 21.2052 24.7706 11.5633 -0.102 -0.046 0.037
H 23.1905 26.0346 10.9086 0.066 -0.489 0.109
H 22.5740 26.1463 9.2666 0.063 0.289 -0.040
H 23.2859 22.8995 7.8827 0.075 0.403 0.771
H 22.8879 24.6539 7.6721 -0.135 -0.562 -0.089
H 21.6849 23.5333 8.3760 0.480 -0.068 0.254
H 22.5433 22.3841 10.4185 -0.203 0.479 0.038
H 22.9109 23.6559 11.6431 0.046 -0.314 -0.011
H 24.5959 21.5260 10.6303 0.059 -0.072 0.266
H 25.2326 22.7242 11.7197 -0.401 0.374 0.205
H 25.4347 22.6925 8.6654 -0.278 -0.543 0.296
H 26.4918 23.2654 9.8999 0.104 0.518 -0.103
H 24.9257 25.0461 8.4323 -0.449 -0.319 0.371
H 25.0293 25.2425 10.1921 0.196 0.221 0.060
C 20.6563 16.9197 15.9311 -0.456 -0.775 -0.014
N 21.5872 15.9428 15.2651 1.076 2.020 1.540
C 22.8755 15.9642 15.7015 -0.084 -0.047 -0.146
C 23.8141 15.1620 15.1244 -0.529 -0.728 -0.937
C 23.3983 14.2588 14.1056 0.327 0.429 0.218
C 22.0687 14.2746 13.6914 1.227 -0.026 0.489
C 21.2082 15.1804 14.2808 -1.182 -0.781 -0.856
C 24.4121 13.3593 13.4649 -0.353 0.712 1.493
C 24.3643 13.1394 12.1075 -0.070 0.165 -0.360
C 25.3080 12.3445 11.5231 0.179 -0.538 -0.019
N 26.2464 11.7259 12.2729 0.204 0.214 -0.463
C 26.2776 11.9133 13.5988 0.488 -0.158 0.686
C 25.4167 12.7577 14.2495 -0.967 -0.054 -1.137
C 27.2947 10.9113 11.5878 -0.375 -0.221 0.065
H 21.1870 17.7738 16.3413 0.377 -0.113 -0.307
H 20.2224 16.3604 16.7599 -0.273 0.151 -0.026
H 19.8712 17.2119 15.2298 0.234 -0.141 0.083
H 23.1420 16.6390 16.5093 -0.396 0.173 -0.043
H 24.8521 15.2940 15.3862 0.038 -0.151 0.089
H 21.7021 13.5822 12.9596 -0.180 -0.014 -0.304
H 20.1708 15.2395 13.9769 -0.042 0.166 0.040
H 23.6131 13.6567 11.5368 -0.055 0.039 -0.386
H 25.3366 12.1185 10.4701 -0.007 0.168 -0.151
H 27.0267 11.3430 14.1205 0.192 0.004 0.113
H 25.3963 12.8954 15.3154 0.328 -0.115 0.165
H 26.9751 9.8605 11.5212 -0.041 0.467 -0.145
H 28.2407 10.9318 12.1222 -0.162 0.256 0.231
H 27.4506 11.3634 10.6099 -0.036 -0.276 0.012
C 21.1767 23.2516 21.1811 0.045 0.773 -0.297
N 22.4309 22.7703 20.5693 0.321 -1.831 0.685
C 22.6194 21.4377 20.3990 0.743 0.678 -0.538
C 23.8467 20.9583 19.9173 -0.478 0.511 -0.222
C 24.8282 21.8862 19.5891 0.514 0.597 -1.178
C 24.6046 23.2772 19.7763 0.218 -1.651 -0.193
C 23.4143 23.6485 20.3089 -0.719 0.941 -0.329
C 26.0843 21.4840 18.8254 -0.314 0.245 1.968
C 26.0622 20.4141 17.9307 1.343 -0.116 -0.608
C 27.2548 20.0270 17.3346 0.741 1.273 1.209
N 28.4365 20.6274 17.7379 -0.285 -1.411 -1.353
C 28.4725 21.6492 18.5800 -1.586 1.055 0.925
C 27.2930 22.1276 19.1843 0.179 -1.342 -1.386
C 29.7090 20.2145 17.0414 -0.306 1.318 -0.350
H 20.3512 22.5535 21.0827 0.334 -0.331 -0.082
H 20.9326 24.1229 20.5834 -0.320 0.314 0.242
H 21.3699 23.5055 22.2312 -0.098 -0.085 -0.339
H 21.7652 20.7933 20.5102 -0.242 -0.229 0.105
H 23.9305 19.9039 19.6501 -0.074 0.152 0.186
H 25.2960 24.0102 19.3861 -0.002 0.065 0.239
H 23.1467 24.6895 20.4052 -0.100 0.060 0.125
H 25.1928 19.8544 17.6348 -0.566 0.142 0.107
H 27.3299 19.3046 16.5398 0.026 -0.144 -0.038
H 29.4077 22.1571 18.7496 0.235 -0.299 0.055
H 27.3308 22.9346 19.9066 0.002 -0.117 -0.163
H 29.4643 20.3206 15.9790 0.259 -0.269 0.138
H 30.1224 19.2375 17.3009 -0.573 0.133 0.257
H 30.4223 21.0135 17.2849 -0.021 -0.499 -0.129
B 20.1170 24.7982 17.9051 -0.321 0.275 -0.265
F 21.3467 25.0691 18.5284 0.363 0.159 0.429
F 19.0669 25.5365 18.4599 0.062 0.212 0.224
F 20.2040 25.0468 16.5452 0.155 0.607 -1.038
F 19.8419 23.4535 18.0132 -0.199 -1.473 0.639
B 17.7196 15.4639 16.9694 -0.560 -0.693 -0.501
F 18.5525 15.2555 17.9846 2.731 -1.160 2.428
F 17.4962 16.7916 16.9614 -0.563 3.156 -1.026
F 18.3389 15.0352 15.7647 -0.228 -0.170 -0.450
F 16.5248 14.8461 17.2596 -1.203 -1.007 -0.623
B 19.9619 21.3272 11.0792 -0.311 -1.113 -0.061
F 18.6217 21.3231 11.2958 -2.298 -0.313 0.107
F 20.5204 20.2756 11.8096 0.769 0.243 -0.009
F 20.2965 21.3254 9.7534 0.576 -0.201 -1.189
F 20.3459 22.5740 11.5556 1.483 1.931 1.414
B 27.3642 21.4730 13.8672 -0.121 0.124 0.019
F 26.4225 22.5406 13.8597 0.314 -0.229 -0.295
F 26.7542 20.2771 14.2246 -0.231 -0.225 0.285
F 28.0038 21.3126 12.6231 -0.112 0.598 0.815
F 28.2794 21.8013 14.9466 0.262 0.001 -0.374
B 23.1020 17.5339 12.0967 -0.168 0.659 -0.065
F 22.6749 16.6845 11.1372 -1.143 -1.561 -1.194
F 23.4731 18.7141 11.5297 0.279 1.601 -0.307
F 22.1582 17.7326 13.1194 -0.690 0.052 0.618
F 24.2010 16.9555 12.6783 2.019 -1.146 1.418
C 19.1389 16.9462 11.8290 0.261 -0.011 -0.099
C 18.3869 17.8068 10.7971 0.086 0.222 -0.593
O 19.0340 18.2283 9.8314 0.077 -0.242 0.018
O 17.1714 18.0316 11.0429 -1.000 -0.104 0.756
H 18.4871 16.1584 12.2369 0.108 0.247 0.095
H 19.4701 17.6599 12.6008 -0.007 -0.383 0.036
H 20.0256 16.5134 11.3493 -0.089 0.095 0.249
C 21.4055 17.4009 19.9821 -0.223 -0.517 0.440
C 21.7338 18.4667 18.9842 -0.978 2.064 -0.753
O 20.9777 19.4881 18.8647 0.447 -0.809 0.769
O 22.7514 18.3298 18.2684 1.350 -0.580 -0.491
H 20.6213 17.7394 20.6682 0.147 -0.186 -0.193
H 22.3089 17.1169 20.5476 -0.326 0.002 -0.252
H 21.0417 16.5189 19.4245 0.111 0.262 0.358
C 21.8900 26.9801 14.1831 0.227 -0.506 -0.204
C 23.3328 27.2437 13.7291 0.070 4.308 0.071
O 24.1360 26.3351 13.4642 0.472 -1.418 -0.337
O 23.6143 28.5118 13.6941 -0.302 -2.512 -0.027
H 21.2294 27.7814 13.8534 0.171 0.073 0.153
H 21.8865 26.9151 15.2698 -0.124 0.092 0.098
H 21.4972 26.0356 13.8124 -0.008 -0.294 -0.084
```
Forces are in eV/Å.